(1)
# C34H54NO19P

A cluster of 7 separate species, C34H54NO19P in total (ωB97M-V with the def2-TZVPD basis set, the OMol25 dataset).

The HOMO-LUMO gap comes out at 7.927 eV. Its HOMO energy is -7.373 eV. The total charge is 0. The SMILES is Oc1ccccc1CNCCC[PH4].C[C@@H]1COC(=O)O1.C[C@@H]1COC(=O)O1.C[C@@H]1COC(=O)O1.C[C@@H]1COC(=O)O1.C[C@@H]1COC(=O)O1.C[C@@H]1COC(=O)O1.

```
109
Properties=species:S:1:pos:R:3:lowdin_charge:R:1
O 1.225 2.330 5.495 0.028
C 0.129 2.240 4.688 -0.293
C -0.451 1.006 4.449 -0.013
C -1.547 0.903 3.603 -0.089
C -2.069 2.041 3.011 -0.097
C -1.489 3.280 3.248 -0.042
C -0.388 3.384 4.084 -0.178
C 0.301 4.705 4.322 -0.160
N 1.710 4.586 3.893 -0.072
C 1.852 4.636 2.418 -0.231
C 1.906 3.266 1.750 -0.245
C 3.159 2.375 2.020 -0.412
P 4.617 3.069 2.998 0.645
H 1.843 2.962 5.078 0.061
H -0.020 0.125 4.913 0.116
H -1.957 -0.084 3.416 0.099
H -2.911 1.948 2.334 0.099
H -1.913 4.153 2.764 0.113
H -0.215 5.529 3.811 0.116
H 0.263 4.935 5.393 0.118
H 2.167 5.428 4.238 0.106
H 2.715 5.250 2.158 0.097
H 0.978 5.159 1.999 0.112
H 1.021 2.671 1.964 0.074
H 1.873 3.457 0.673 0.099
H 2.843 1.472 2.558 0.065
H 3.541 2.045 1.047 0.061
H 4.762 4.183 2.114 -0.027
H 5.377 1.905 2.675 -0.027
H 3.900 3.052 4.226 -0.041
H 5.787 3.576 3.735 -0.112
C -3.239 -1.062 -0.606 -0.024
C -1.907 -0.597 -1.123 -0.308
C -0.825 -1.652 -1.098 -0.086
O 0.366 -0.866 -0.941 0.057
C 0.014 0.288 -0.319 -0.546
O 0.788 1.072 0.130 0.161
O -1.329 0.418 -0.276 0.088
H -3.988 -0.285 -0.724 0.071
H -3.560 -1.946 -1.154 0.085
H -3.183 -1.297 0.460 0.095
H -2.024 -0.174 -2.124 0.159
H -0.773 -2.237 -2.013 0.125
H -0.911 -2.326 -0.241 0.141
C -9.101 -1.537 -2.753 -0.018
C -7.770 -1.281 -2.096 -0.337
C -7.529 0.174 -1.745 -0.079
O -6.096 0.268 -1.835 0.053
C -5.679 -0.690 -2.697 -0.571
O -4.572 -0.780 -3.130 0.144
O -6.677 -1.540 -2.993 0.091
H -9.248 -2.603 -2.905 0.074
H -9.914 -1.157 -2.134 0.093
H -9.139 -1.059 -3.734 0.094
H -7.645 -1.916 -1.223 0.139
H -7.862 0.437 -0.745 0.138
H -7.972 0.865 -2.466 0.137
C 3.549 -1.756 -5.776 -0.028
C 2.161 -1.874 -5.202 -0.308
C 2.109 -2.433 -3.797 -0.077
O 0.825 -3.083 -3.781 0.042
C 0.520 -3.425 -5.055 -0.571
O -0.381 -4.142 -5.358 0.150
O 1.373 -2.845 -5.924 0.091
H 3.510 -1.271 -6.754 0.090
H 4.190 -1.170 -5.122 0.094
H 3.979 -2.735 -5.923 0.064
H 1.637 -0.915 -5.258 0.158
H 2.153 -1.667 -3.027 0.135
H 2.882 -3.180 -3.610 0.132
C -4.074 -6.922 -1.669 -0.021
C -5.241 -6.338 -2.423 -0.323
C -4.893 -5.183 -3.338 -0.076
O -6.108 -4.421 -3.333 0.071
C -6.748 -4.671 -2.176 -0.543
O -7.686 -4.053 -1.773 0.143
O -6.184 -5.715 -1.528 0.091
H -4.386 -7.794 -1.095 0.086
H -3.285 -7.224 -2.357 0.093
H -3.675 -6.195 -0.961 0.091
H -5.771 -7.122 -2.972 0.158
H -4.644 -5.491 -4.349 0.143
H -4.089 -4.556 -2.945 0.140
C 1.070 6.298 8.896 -0.019
C 1.639 7.548 8.273 -0.330
C 0.626 8.638 8.002 -0.095
O 1.191 9.304 6.868 0.066
C 1.961 8.407 6.207 -0.566
O 2.416 8.575 5.123 0.164
O 2.138 7.285 6.949 0.075
H 1.864 5.591 9.134 0.089
H 0.533 6.536 9.815 0.091
H 0.392 5.799 8.202 0.087
H 2.469 7.928 8.874 0.158
H 0.511 9.333 8.830 0.138
H -0.354 8.242 7.723 0.140
C 8.972 -6.298 -4.569 -0.022
C 7.775 -5.698 -5.262 -0.326
C 8.092 -4.560 -6.208 -0.090
O 6.897 -3.771 -6.145 0.071
C 6.317 -3.999 -4.943 -0.544
O 5.415 -3.360 -4.504 0.140
O 6.901 -5.046 -4.321 0.094
H 8.677 -7.157 -3.968 0.087
H 9.714 -6.625 -5.298 0.092
H 9.426 -5.572 -3.894 0.094
H 7.199 -6.476 -5.769 0.159
H 8.275 -4.886 -7.229 0.139
H 8.931 -3.949 -5.867 0.140
```

---

(2)
# C34H55As3ClF4N5O2PV

A structure of composition C34H55As3ClF4N5O2PV (ωB97M-V with the def2-TZVPD basis set, the OMol25 dataset).

The HOMO-LUMO gap (spin up / spin down) comes out at 5.859 / 6.888 eV. As for the expectation value of S²: 3.769. Its HOMO energy (spin up / spin down) is -8.445 / -9.474 eV. Its spin multiplicity is 4. The relative energy (zero: lowest compared OMol25 entry of this formula, charge and spin) is 0.0 kJ/mol. The total charge is +1.

```
106
Properties=species:S:1:pos:R:3:lowdin_charge:R:1
V 0.162 -1.317 -1.278 0.661
C 0.045 -2.276 -4.249 -0.053
N -0.462 -1.213 -3.370 -0.342
C -0.329 0.070 -4.064 -0.100
C -1.875 -1.406 -3.045 -0.202
C -2.072 -2.738 -2.350 -0.228
N -1.018 -2.922 -1.360 -0.121
C -0.908 -4.194 -0.878 -0.171
C 0.126 -4.573 0.011 -0.169
F 0.975 -3.623 0.444 0.068
C 0.334 -5.847 0.486 -0.232
F 1.369 -6.056 1.313 0.094
C -0.501 -6.892 0.151 0.061
C -1.552 -6.569 -0.681 -0.227
F -2.430 -7.520 -1.019 0.099
C -1.759 -5.295 -1.174 -0.135
F -2.867 -5.145 -1.938 0.057
H -0.602 -2.395 -5.126 0.107
H 0.113 -3.218 -3.710 0.091
H 1.046 -2.013 -4.585 0.096
H -0.943 0.095 -4.973 0.108
H 0.709 0.236 -4.345 0.064
H -0.650 0.876 -3.403 0.044
H -2.499 -1.366 -3.949 0.139
H -2.166 -0.590 -2.371 0.087
H -2.041 -3.525 -3.107 0.116
H -3.065 -2.758 -1.888 0.126
H -0.345 -7.896 0.512 0.136
C -2.227 3.168 0.833 -0.331
As -1.675 1.936 -0.633 1.123
C -3.496 1.879 -1.411 -0.323
C -1.067 3.329 -1.903 -0.364
C 0.378 3.859 -1.834 -0.690
C 0.423 5.140 -2.683 -0.073
C 1.400 2.887 -2.453 -0.343
As 1.799 1.068 -1.722 1.185
C 3.132 1.617 -0.386 -0.283
C 3.178 0.747 -3.092 -0.267
C 0.739 4.209 -0.384 -0.383
As 2.485 5.124 -0.106 1.127
C 2.461 4.875 1.846 -0.334
C 1.844 6.982 -0.055 -0.338
H -2.420 4.158 0.421 0.025
H -1.461 3.253 1.603 0.007
H -3.155 2.815 1.287 0.015
H -3.994 2.839 -1.271 0.029
H -4.096 1.098 -0.942 0.016
H -3.447 1.675 -2.481 0.019
H -1.749 4.171 -1.753 0.078
H -1.258 2.951 -2.913 0.069
H 0.085 4.949 -3.703 0.092
H 1.446 5.519 -2.729 0.068
H -0.212 5.913 -2.245 0.090
H 2.373 3.385 -2.453 0.050
H 1.116 2.738 -3.500 0.077
H 3.626 2.526 -0.728 0.000
H 3.877 0.832 -0.282 0.030
H 2.693 1.791 0.595 0.012
H 3.914 1.549 -3.043 0.038
H 2.776 0.712 -4.103 0.022
H 3.680 -0.197 -2.886 0.023
H 0.752 3.285 0.207 0.045
H -0.036 4.865 0.025 0.070
H 2.664 3.836 2.108 0.002
H 1.492 5.164 2.256 0.023
H 3.231 5.494 2.304 0.021
H 1.739 7.397 -1.055 0.012
H 2.578 7.586 0.480 0.021
H 0.888 7.061 0.464 0.025
Cl 5.989 -1.471 2.951 0.683
C 4.442 -1.238 2.208 -0.672
C 3.440 -0.555 2.902 -0.084
C 2.197 -0.413 2.333 -0.037
C 1.863 -0.934 1.060 -0.377
O 0.639 -0.839 0.609 -0.334
C 2.934 -1.563 0.336 -0.166
C 2.817 -2.065 -0.993 -0.180
O 1.829 -1.990 -1.766 -0.166
C 4.191 -1.724 0.956 -0.053
H 3.645 -0.154 3.885 0.111
H 1.446 0.134 2.886 0.091
H 3.700 -2.580 -1.388 0.145
H 4.971 -2.250 0.419 0.122
C -3.253 -0.718 4.280 -0.122
N -1.795 -0.307 4.084 -0.061
C -0.900 -1.390 4.704 -0.104
N -1.218 -2.665 4.186 -0.143
C -2.623 -2.984 4.397 -0.151
N -3.487 -2.006 3.746 -0.152
C -3.371 -2.065 2.283 -0.296
P -1.645 -1.694 1.587 1.106
C -1.518 -0.132 2.630 -0.269
C -0.785 -2.836 2.798 -0.275
H -3.872 0.029 3.780 0.143
H -3.453 -0.711 5.353 0.145
H -1.625 0.575 4.567 0.182
H -1.059 -1.355 5.784 0.147
H 0.133 -1.139 4.466 0.133
H -2.835 -2.983 5.468 0.138
H -2.834 -3.973 3.993 0.140
H -4.087 -1.360 1.850 0.088
H -3.672 -3.066 1.966 0.093
H -2.244 0.573 2.229 0.068
H -0.526 0.279 2.482 0.065
H 0.293 -2.685 2.736 0.091
H -0.997 -3.863 2.496 0.098
```

---

Which of these has the lowest total charge? C34H54NO19P

---

The lowest total charge belongs to which entry? C34H54NO19P

---

What is the total charge in the first record? 0